[1]
Below is C40H45BrN2OReS3Sb as an isolated structure, with properties calculated with ωB97M-V/def2-TZVPD.

```
94
Properties=species:S:1:pos:R:3:lowdin_charge:R:1
Re 0.29 0.77 -0.65 1.149
C -2.86 -0.76 4.21 -0.417
C -1.37 -0.49 4.35 -0.448
S -0.36 -0.56 2.85 0.844
C -0.47 -2.27 2.27 -0.472
C -1.78 -2.77 1.66 -0.438
S -2.47 -1.74 0.31 0.827
C -4.23 -1.80 0.70 -0.484
C -4.66 -1.31 2.08 -0.432
S -3.75 0.07 2.84 0.911
H -3.35 -0.41 5.12 0.103
H -3.06 -1.83 4.12 0.073
H -0.95 -1.19 5.06 0.107
H -1.19 0.52 4.72 0.073
H -0.18 -2.92 3.09 0.107
H 0.32 -2.31 1.52 0.025
H -2.56 -2.88 2.42 0.064
H -1.60 -3.76 1.23 0.097
H -4.58 -2.82 0.57 0.103
H -4.68 -1.20 -0.09 0.056
H -4.65 -2.12 2.81 0.085
H -5.69 -0.95 2.01 0.097
Br 2.88 0.43 -0.58 0.971
C 3.30 2.27 -0.16 -0.520
C 4.61 2.62 -0.04 -0.080
C 4.91 3.96 0.24 -0.026
C 3.90 4.87 0.37 0.016
C 2.55 4.50 0.22 -0.143
C 1.51 5.46 0.33 0.024
C 0.21 5.10 0.13 -0.030
C -0.11 3.77 -0.17 -0.145
C 0.84 2.75 -0.22 -0.337
C 2.21 3.14 -0.05 -0.234
H 5.40 1.89 -0.14 0.122
H 5.95 4.26 0.33 0.129
H 4.13 5.91 0.57 0.134
H 1.77 6.49 0.54 0.135
H -0.58 5.84 0.18 0.123
H -1.15 3.54 -0.38 0.071
C 2.06 -3.22 -0.11 -0.029
N 1.50 -3.31 -1.45 -0.059
C 1.80 -4.58 -2.13 -0.131
C 0.96 -4.74 -3.38 -0.129
C 1.01 -3.43 -4.14 -0.113
N 0.50 -2.36 -3.29 -0.055
C -0.27 -1.29 -3.92 0.001
C 0.78 -2.31 -1.98 -0.426
O 0.38 -1.36 -1.21 -0.256
H 1.46 -3.78 0.61 0.096
H 2.15 -2.18 0.19 0.032
H 3.06 -3.65 -0.12 0.113
H 1.61 -5.39 -1.43 0.138
H 2.86 -4.60 -2.39 0.141
H -0.07 -4.97 -3.12 0.130
H 1.35 -5.55 -3.98 0.136
H 0.40 -3.48 -5.04 0.131
H 2.04 -3.21 -4.45 0.145
H -0.52 -1.59 -4.93 0.105
H 0.31 -0.37 -3.97 0.093
H -1.19 -1.11 -3.38 0.084
C -5.90 3.77 -0.27 -0.031
C -5.79 2.44 -0.66 -0.044
C -4.67 1.70 -0.30 -0.143
C -3.67 2.29 0.45 -0.387
C -3.77 3.62 0.84 -0.127
C -4.89 4.35 0.48 -0.036
Sb -1.88 1.23 1.08 1.367
C -1.37 2.44 2.79 -0.436
C -2.37 2.88 3.66 -0.162
C -2.02 3.59 4.80 -0.040
C -0.69 3.86 5.07 -0.033
C 0.31 3.42 4.21 -0.043
C -0.03 2.70 3.07 -0.156
C -0.76 1.62 -2.24 -0.337
C -0.07 2.44 -3.14 -0.105
C -0.69 2.92 -4.28 -0.041
C -2.03 2.61 -4.53 -0.033
C -2.73 1.80 -3.64 -0.051
C -2.10 1.31 -2.51 -0.155
H -6.77 4.35 -0.56 0.126
H -6.57 1.98 -1.25 0.122
H -4.61 0.67 -0.62 0.074
H -2.98 4.10 1.41 0.094
H -4.97 5.39 0.79 0.124
H -3.41 2.69 3.44 0.080
H -2.80 3.94 5.47 0.124
H -0.42 4.42 5.96 0.125
H 1.34 3.64 4.42 0.121
H 0.75 2.34 2.41 0.083
H 0.97 2.71 -2.96 0.109
H -0.14 3.54 -4.97 0.123
H -2.52 3.00 -5.40 0.123
H -3.76 1.55 -3.83 0.119
H -2.65 0.66 -1.84 0.057
```

Its expectation value of S² is 3.83. For the orbital gap (alpha / beta), the calculation gives 5.73 / 6.29 eV. For the lowest unoccupied orbital energy (alpha / beta), the calculation gives -9.6 / -9.3 eV. The largest force on an atom is 1.06 eV/A. The value obtained for the relative energy (zero: lowest compared OMol25 entry of this formula, charge and spin) is 157.51 kJ/mol. As for the multiplicity: 4. The net charge is +3.


[2]
Below is C40H46As2CoFO4P as an isolated structure, with properties calculated with ωB97M-V/def2-TZVPD.

```
95
Properties=species:S:1:pos:R:3:lowdin_charge:R:1
Co 0.82 0.84 -1.16 0.609
C -0.65 -0.42 2.03 -0.371
C 0.64 -1.20 1.89 -0.412
As 1.20 -1.38 0.01 1.337
C 2.85 -2.45 0.20 -0.360
C 3.46 -2.70 1.42 -0.115
C 4.63 -3.43 1.49 -0.073
C 5.22 -3.92 0.34 -0.071
C 4.62 -3.69 -0.89 -0.070
C 3.44 -2.96 -0.96 -0.107
C 0.09 -2.85 -0.67 -0.386
C -0.07 -2.97 -2.05 -0.111
C -0.73 -4.05 -2.60 -0.047
C -1.22 -5.06 -1.78 -0.059
C -1.08 -4.95 -0.41 -0.078
C -0.44 -3.85 0.15 -0.152
As -2.26 -1.35 1.30 1.514
C -2.73 -2.24 2.99 -0.374
C -2.95 -1.46 4.12 -0.120
C -3.09 -2.05 5.36 -0.058
C -3.03 -3.43 5.49 -0.058
C -2.86 -4.21 4.36 -0.063
C -2.71 -3.62 3.12 -0.107
C -3.53 0.14 1.24 -0.368
C -3.15 1.33 0.62 -0.094
C -4.03 2.40 0.58 -0.039
C -5.30 2.27 1.12 -0.037
C -5.70 1.07 1.69 -0.054
C -4.82 -0.01 1.73 -0.099
H -0.55 0.56 1.54 0.031
H -0.88 -0.24 3.08 0.086
H 0.58 -2.18 2.38 0.073
H 1.44 -0.64 2.39 0.063
H 3.01 -2.33 2.34 0.091
H 5.09 -3.60 2.45 0.109
H 6.14 -4.47 0.40 0.110
H 5.08 -4.07 -1.79 0.110
H 2.97 -2.78 -1.93 0.102
H 0.32 -2.19 -2.70 0.082
H -0.87 -4.11 -3.67 0.116
H -1.69 -5.93 -2.21 0.113
H -1.47 -5.73 0.23 0.107
H -0.32 -3.79 1.23 0.084
H -3.00 -0.38 4.03 0.110
H -3.24 -1.43 6.23 0.115
H -3.11 -3.88 6.46 0.114
H -2.84 -5.29 4.45 0.113
H -2.57 -4.24 2.24 0.088
H -2.17 1.45 0.20 0.062
H -3.72 3.32 0.12 0.116
H -5.99 3.09 1.07 0.117
H -6.69 0.96 2.10 0.115
H -5.13 -0.95 2.16 0.109
C 4.00 3.75 0.80 -0.011
C 3.25 2.46 1.10 -0.616
C 2.55 2.53 2.46 -0.019
C 4.20 1.26 1.07 -0.014
O 2.28 2.19 0.07 -0.222
P 0.93 3.09 -0.11 0.304
O 0.86 4.37 0.59 -0.219
O -0.14 2.01 0.12 -0.363
O 1.04 3.11 -1.75 -0.205
C 0.45 4.18 -2.52 -0.613
C -0.97 4.44 -2.04 -0.029
C 0.44 3.72 -3.98 -0.014
C 1.32 5.42 -2.34 -0.017
H 4.69 3.97 1.61 0.096
H 3.30 4.57 0.72 0.077
H 4.55 3.66 -0.13 0.094
H 3.27 2.67 3.25 0.098
H 1.99 1.62 2.64 0.071
H 1.85 3.37 2.47 0.076
H 4.94 1.36 1.86 0.097
H 4.70 1.20 0.11 0.094
H 3.64 0.34 1.22 0.058
H -1.57 3.53 -2.13 0.086
H -1.42 5.23 -2.65 0.098
H -0.96 4.75 -1.00 0.073
H -0.21 2.86 -4.10 0.071
H 1.44 3.44 -4.29 0.092
H 0.08 4.53 -4.60 0.095
H 1.37 5.68 -1.29 0.071
H 0.90 6.25 -2.89 0.094
H 2.33 5.23 -2.71 0.094
F -2.50 -0.78 -6.03 0.065
C -1.74 -0.44 -4.97 -0.286
C -0.40 -0.16 -5.18 -0.014
C 0.39 0.19 -4.09 -0.145
C -0.16 0.27 -2.80 -0.270
C -1.52 -0.03 -2.64 -0.143
C -2.32 -0.37 -3.72 -0.014
H 0.02 -0.22 -6.17 0.119
H 1.43 0.41 -4.25 0.099
H -1.97 -0.02 -1.65 0.065
H -3.37 -0.59 -3.60 0.116
```

Its expectation value of S² is 6.02. For the orbital gap (alpha / beta), the calculation gives 8.25 / 4.09 eV. For the lowest unoccupied orbital energy (alpha / beta), the calculation gives -2.3 / -6.6 eV. The largest force on an atom is 2.41 eV/A. The value obtained for the relative energy (zero: lowest compared OMol25 entry of this formula, charge and spin) is 43.99 kJ/mol. As for the multiplicity: 5. The net charge is +1.


[3]
Below is C40H46CrP2Si as an isolated structure, with properties calculated with ωB97M-V/def2-TZVPD.

```
90
Properties=species:S:1:pos:R:3:lowdin_charge:R:1
Cr 0.02 -0.23 -0.08 0.594
C 1.16 -0.69 -1.84 -0.207
C 0.53 0.55 -2.02 -0.190
C -0.69 0.74 -2.89 -0.179
C -2.02 0.72 -2.10 -0.183
C -1.99 -0.13 -0.86 -0.193
C -1.48 -1.47 -0.84 -0.199
C -0.91 -2.20 -2.03 -0.164
C 0.62 -2.04 -2.23 -0.178
C -0.79 0.16 1.72 -0.231
H 2.23 -0.70 -1.62 0.121
H 1.13 1.47 -1.89 0.122
H -0.73 -0.03 -3.69 0.113
H -0.61 1.71 -3.40 0.110
H -2.28 1.75 -1.81 0.097
H -2.83 0.40 -2.78 0.123
H -2.71 0.18 -0.09 0.114
H -1.82 -2.14 -0.03 0.128
H -1.44 -1.93 -2.96 0.111
H -1.11 -3.27 -1.87 0.120
H 1.13 -2.80 -1.62 0.093
H 0.87 -2.29 -3.28 0.128
H -0.02 -0.05 2.48 -0.005
H -1.68 -0.47 1.87 0.010
H -1.06 1.23 1.69 0.007
P -4.25 8.60 -1.65 1.008
P -6.99 7.07 -0.24 1.003
C -5.69 7.98 -2.57 -0.331
C -6.71 7.28 -2.01 -0.352
C -3.84 10.13 -2.57 -0.408
C -4.19 10.34 -3.91 -0.103
C -3.84 11.53 -4.56 -0.085
C -3.13 12.52 -3.87 -0.089
C -2.78 12.32 -2.53 -0.087
C -3.14 11.15 -1.87 -0.107
C -2.92 7.45 -2.23 -0.364
C -2.99 6.12 -1.77 -0.104
C -2.06 5.17 -2.21 -0.086
C -1.06 5.54 -3.12 -0.095
C -0.98 6.87 -3.57 -0.086
C -1.88 7.83 -3.10 -0.085
C -8.73 7.74 -0.14 -0.366
C -8.87 9.13 -0.30 -0.112
C -10.13 9.72 -0.32 -0.090
C -11.28 8.92 -0.18 -0.095
C -11.15 7.54 -0.01 -0.088
C -9.88 6.95 0.05 -0.085
C -7.32 5.27 -0.14 -0.416
C -7.14 4.65 1.12 -0.108
C -7.41 3.29 1.27 -0.087
C -7.84 2.53 0.17 -0.090
C -8.00 3.14 -1.08 -0.084
C -7.72 4.50 -1.24 -0.100
H -5.69 8.17 -3.65 0.057
H -7.50 6.87 -2.66 0.070
H -4.73 9.59 -4.47 0.086
H -4.12 11.67 -5.60 0.103
H -2.84 13.44 -4.38 0.101
H -2.21 13.09 -1.99 0.104
H -2.89 11.00 -0.82 0.098
H -3.78 5.84 -1.07 0.096
H -2.10 4.15 -1.83 0.086
H -0.35 4.80 -3.47 0.095
H -0.20 7.16 -4.28 0.103
H -1.78 8.87 -3.41 0.098
H -7.97 9.74 -0.42 0.099
H -10.23 10.80 -0.45 0.102
H -12.27 9.38 -0.20 0.100
H -12.04 6.91 0.10 0.103
H -9.79 5.88 0.22 0.098
H -6.80 5.24 1.97 0.099
H -7.29 2.82 2.25 0.104
H -8.05 1.47 0.29 0.101
H -8.35 2.57 -1.94 0.102
H -7.82 4.95 -2.22 0.088
C 3.34 -4.88 -0.27 -0.201
Si 3.19 -3.79 1.24 0.401
C 2.52 -4.78 2.69 -0.196
C 4.87 -3.05 1.62 -0.193
C 1.95 -2.48 0.90 -0.170
C 1.12 -1.56 0.77 -0.174
H 4.03 -5.72 -0.07 0.029
H 3.73 -4.32 -1.13 0.028
H 2.36 -5.30 -0.55 0.028
H 3.18 -5.61 2.97 0.028
H 2.39 -4.11 3.55 0.033
H 1.54 -5.18 2.42 0.031
H 5.25 -2.49 0.76 0.030
H 4.80 -2.36 2.47 0.031
H 5.60 -3.83 1.87 0.031
```

Its expectation value of S² is 6.07. For the orbital gap (alpha / beta), the calculation gives 7.82 / 7.31 eV. For the lowest unoccupied orbital energy (alpha / beta), the calculation gives 0.2 / -0.6 eV. The largest force on an atom is 3.63 eV/A. As for the multiplicity: 5. The net charge is 0.


[4]
Below is C40H46N4P2RuSi2 as an isolated structure, with properties calculated with ωB97M-V/def2-TZVPD.

```
95
Properties=species:S:1:pos:R:3:lowdin_charge:R:1
Ru -0.81 1.21 -0.17 1.328
C 1.43 4.37 -0.45 -0.167
Si 1.16 3.10 -1.85 0.443
C 2.63 3.14 -3.06 -0.145
C -0.56 3.34 -2.68 -0.167
N 1.02 1.53 -1.05 -0.372
P 0.99 0.04 -1.73 0.745
C -0.42 -0.67 -0.93 -0.392
P -0.12 -1.40 0.66 0.726
N 0.17 -0.12 1.58 -0.282
Si 1.08 0.27 3.03 0.414
C 1.09 -1.23 4.21 -0.163
C 2.82 0.88 2.52 -0.163
C 0.18 1.74 3.86 -0.167
C -1.70 -2.19 1.07 -0.315
C -2.13 -2.28 2.39 -0.060
C -3.28 -2.99 2.69 -0.052
C -3.99 -3.62 1.68 -0.057
C -3.56 -3.54 0.37 -0.062
C -2.43 -2.82 0.06 -0.134
C 1.06 -2.79 0.64 -0.290
C 2.24 -2.82 1.36 -0.079
C 3.03 -3.96 1.33 -0.051
C 2.66 -5.05 0.56 -0.052
C 1.50 -5.01 -0.19 -0.054
C 0.69 -3.88 -0.14 -0.089
C 0.63 0.11 -3.49 -0.316
C 1.68 0.17 -4.41 -0.090
C 1.40 0.34 -5.75 -0.046
C 0.09 0.44 -6.18 -0.040
C -0.96 0.36 -5.27 -0.056
C -0.69 0.19 -3.92 -0.102
C 2.54 -0.85 -1.54 -0.320
C 3.65 -0.30 -0.91 -0.075
C 4.81 -1.05 -0.81 -0.051
C 4.85 -2.34 -1.32 -0.044
C 3.74 -2.88 -1.96 -0.053
C 2.59 -2.13 -2.08 -0.092
H 2.35 4.91 -0.64 0.036
H 1.54 3.91 0.54 0.009
H 0.64 5.11 -0.41 0.026
H 2.82 4.18 -3.33 0.041
H 2.44 2.60 -3.98 0.013
H 3.53 2.74 -2.61 0.037
H -0.86 4.38 -2.70 0.035
H -1.35 2.77 -2.16 -0.006
H -0.55 2.99 -3.71 0.025
H 0.94 -2.18 3.69 0.012
H 0.31 -1.15 4.96 0.032
H 2.03 -1.28 4.73 0.039
H 3.47 0.07 2.19 0.011
H 3.31 1.36 3.36 0.035
H 2.77 1.60 1.71 0.007
H -0.90 1.74 3.69 0.012
H 0.58 2.70 3.53 0.020
H 0.34 1.69 4.93 0.039
H -1.56 -1.78 3.16 0.094
H -3.62 -3.06 3.71 0.115
H -4.88 -4.19 1.92 0.116
H -4.10 -4.07 -0.40 0.116
H -2.10 -2.72 -0.97 0.099
H 2.54 -1.96 1.95 0.075
H 3.94 -4.00 1.92 0.119
H 3.27 -5.94 0.55 0.118
H 1.21 -5.85 -0.80 0.118
H -0.22 -3.84 -0.72 0.097
H 2.70 0.08 -4.05 0.116
H 2.21 0.39 -6.46 0.120
H -0.12 0.59 -7.23 0.118
H -1.98 0.43 -5.62 0.116
H -1.49 0.11 -3.19 0.090
H 3.60 0.71 -0.52 0.096
H 5.68 -0.64 -0.33 0.117
H 5.75 -2.93 -1.22 0.119
H 3.78 -3.88 -2.38 0.120
H 1.71 -2.52 -2.59 0.121
N -1.10 3.03 1.08 0.024
C -2.39 2.95 1.74 -0.243
C -2.75 3.79 2.76 0.009
C -4.00 3.65 3.38 -0.029
C -4.89 2.69 2.96 0.008
C -4.55 1.82 1.91 -0.128
C -5.41 0.80 1.44 0.046
C -4.97 -0.04 0.45 -0.006
C -3.69 0.14 -0.08 -0.099
N -2.85 1.08 0.32 -0.034
C -3.27 1.93 1.30 -0.152
H -1.08 3.83 0.44 0.104
H -0.37 3.18 1.78 0.076
H -2.07 4.55 3.11 0.132
H -4.26 4.29 4.21 0.123
H -5.85 2.58 3.44 0.130
H -6.40 0.72 1.86 0.136
H -5.58 -0.84 0.09 0.122
H -3.35 -0.51 -0.88 0.106
```

Its expectation value of S² is 6.02. For the orbital gap (alpha / beta), the calculation gives 8.04 / 6.73 eV. For the lowest unoccupied orbital energy (alpha / beta), the calculation gives -5.7 / -7.1 eV. The largest force on an atom is 1.52 eV/A. The value obtained for the relative energy (zero: lowest compared OMol25 entry of this formula, charge and spin) is 42.83 kJ/mol. As for the multiplicity: 5. The net charge is +2.


[5]
Below is a 6-piece molecular cluster, C40H47ClO18 overall, with properties calculated with ωB97M-V/def2-TZVPD.

```
106
Properties=species:S:1:pos:R:3:lowdin_charge:R:1
C 0.30 3.18 1.09 -0.008
C 0.19 2.30 -0.04 -0.150
C -1.19 1.55 -0.34 -0.139
C -1.93 1.99 -1.68 -0.022
C -1.24 2.14 -3.09 -0.079
C 0.32 1.88 -3.31 -0.170
O 1.19 3.01 -3.04 -0.200
C 0.48 4.26 -2.87 -0.265
C 1.63 5.40 -2.74 -0.091
C -2.05 2.57 -4.37 -0.013
C -3.57 2.90 -4.32 -0.500
Cl -4.40 3.38 -5.86 0.593
C -4.25 2.78 -2.92 -0.029
C -3.46 2.32 -1.64 0.030
C -4.34 2.20 -0.30 -0.248
O -4.27 1.26 0.52 0.043
C -5.39 3.40 -0.08 -0.034
C -5.60 4.02 1.33 0.009
C -6.62 5.18 1.46 -0.048
C -7.42 5.66 0.20 -0.043
C -7.20 5.01 -1.21 0.004
C -6.18 3.86 -1.36 -0.036
C -5.82 3.13 -2.75 -0.260
O -6.69 2.86 -3.62 0.038
H -0.20 2.94 2.10 0.066
H 0.94 4.13 1.07 0.064
H 1.15 2.17 -0.65 0.095
H -1.87 1.74 0.58 0.108
H -1.07 0.40 -0.38 0.124
H 0.58 1.49 -4.35 0.133
H 0.62 1.05 -2.56 0.115
H -0.10 4.33 -1.87 0.120
H -0.15 4.58 -3.77 0.124
H 2.24 5.52 -3.70 0.075
H 1.12 6.42 -2.54 0.079
H 2.30 5.20 -1.82 0.077
H -1.55 2.67 -5.40 0.113
H -4.99 3.62 2.20 0.098
H -6.76 5.63 2.50 0.093
H -8.14 6.53 0.38 0.089
H -7.79 5.40 -2.10 0.103
C 4.24 -1.64 -2.24 -0.004
C 2.94 -2.37 -2.49 -0.329
C 2.47 -2.29 -3.92 -0.101
O 1.06 -2.42 -3.78 0.066
C 0.74 -1.93 -2.55 -0.565
O -0.37 -1.69 -2.18 0.129
O 1.86 -1.74 -1.79 0.087
H 5.06 -2.10 -2.78 0.096
H 4.16 -0.59 -2.54 0.094
H 4.46 -1.64 -1.17 0.054
H 3.01 -3.40 -2.14 0.136
H 2.88 -3.09 -4.53 0.142
H 2.69 -1.33 -4.39 0.139
C -4.28 0.27 3.63 -0.019
C -3.33 1.02 4.54 -0.342
C -3.88 1.28 5.91 -0.107
O -3.19 2.47 6.29 0.065
C -2.90 3.13 5.14 -0.542
O -2.51 4.27 5.09 0.151
O -3.12 2.35 4.05 0.065
H -4.46 -0.74 4.01 0.095
H -5.24 0.79 3.55 0.093
H -3.87 0.20 2.62 0.064
H -2.36 0.52 4.58 0.162
H -3.66 0.47 6.60 0.143
H -4.95 1.49 5.92 0.142
C 4.54 2.21 3.18 -0.019
C 4.92 1.41 1.95 -0.341
C 3.80 1.25 0.97 -0.108
O 4.13 0.02 0.33 0.038
C 4.85 -0.70 1.23 -0.526
O 5.12 -1.87 1.11 0.154
O 5.21 0.06 2.30 0.095
H 4.30 3.25 2.92 0.091
H 3.68 1.77 3.69 0.093
H 5.36 2.21 3.90 0.088
H 5.81 1.84 1.48 0.161
H 3.75 2.06 0.25 0.142
H 2.82 1.13 1.44 0.134
C -0.31 -4.85 -0.67 0.002
C -0.97 -4.47 0.64 -0.326
C -0.08 -3.70 1.56 -0.099
O -0.60 -4.03 2.84 0.063
C -1.16 -5.27 2.72 -0.540
O -1.51 -5.95 3.65 0.146
O -1.26 -5.64 1.41 0.086
H -0.07 -3.97 -1.26 0.066
H 0.61 -5.42 -0.50 0.081
H -0.97 -5.50 -1.25 0.093
H -1.91 -3.95 0.45 0.162
H -0.13 -2.62 1.39 0.143
H 0.97 -4.01 1.53 0.109
C 5.76 -7.89 0.55 -0.020
C 4.61 -7.13 -0.07 -0.341
C 5.02 -6.18 -1.16 -0.100
O 4.00 -5.19 -1.10 0.042
C 3.54 -5.18 0.19 -0.515
O 2.83 -4.34 0.64 0.148
O 4.01 -6.26 0.88 0.102
H 6.23 -8.56 -0.18 0.092
H 6.52 -7.20 0.94 0.093
H 5.42 -8.48 1.40 0.090
H 3.84 -7.83 -0.42 0.162
H 5.05 -6.65 -2.14 0.143
H 5.98 -5.69 -0.97 0.145
```

For the orbital gap, the calculation gives 7.80 eV. For the lowest unoccupied orbital energy, the calculation gives -1.2 eV. The largest force on an atom is 4.58 eV/A. Its structure (SMILES) is C=CCc1c(COCC)cc(Cl)c2c1C(=O)c1ccccc1C2=O.C[C@@H]1COC(=O)O1.C[C@@H]1COC(=O)O1.C[C@@H]1COC(=O)O1.C[C@@H]1COC(=O)O1.C[C@@H]1COC(=O)O1. The net charge is 0.


| no. | E (eV) |
| --- | --- |
| 1 | -158428.145 |
| 2 | -221722.266 |
| 3 | -97097.546 |
| 4 | -85091.694 |
| 5 | -91609.990 |